Entry 1:
Below is a 5-piece molecular cluster, C34H52O19S overall in a non-equilibrium geometry, with properties calculated with wB97M-V/def2-TZVPD.

Computed properties:
Orbital gap: 8.2 eV
Calculated total energy: -85829.4952 eV
LUMO level: -0.260 eV

```
! wB97M-V def2-TZVPD RIJCOSX def2/J DEFGRID3
* xyz 0 1
C 5.3333 4.2575 0.8363
C 4.7974 3.0431 1.7602
C 3.5682 3.7043 2.6160
C 5.9135 2.6802 2.8572
C 4.1574 1.8178 0.9760
C 5.0835 0.9654 0.0085
C 6.3246 0.2134 0.6883
C 5.6560 1.7401 -1.2861
C 4.1463 -0.2209 -0.6052
C 2.6038 -0.2557 -0.4887
C 1.7508 -1.4042 -1.1375
C 2.4281 -2.5667 -1.9100
O 1.5624 -3.5742 -2.4550
C 1.4988 -4.6046 -1.3948
C 0.2559 -4.4055 -0.3992
O 0.6070 -4.3337 1.0026
C 0.4574 -2.9993 1.5361
C 0.0662 -2.9956 3.1199
O -1.1933 -2.2515 3.2740
S -0.9039 -0.6169 3.5590
O 0.1499 -0.0588 2.6382
O -2.3483 0.1863 3.1315
C -2.3128 0.6157 1.7422
C -3.8177 0.9132 1.1976
C -3.8846 2.2034 0.2479
C -5.3430 2.3253 -0.4367
O -6.3974 2.5361 0.2254
O -5.5366 2.2181 -1.8657
C 3.9679 -2.5618 -2.0508
C 4.7887 -1.4138 -1.4124
H 4.6303 4.2750 -0.0852
H 6.3875 4.1023 0.4322
H 5.1785 5.2807 1.3421
H 4.0150 4.5133 3.3015
H 2.7790 4.1781 1.9417
H 3.1514 2.8987 3.3208
H 5.9364 3.4127 3.7332
H 5.8486 1.6040 3.2490
H 6.9395 2.7512 2.3254
H 3.2890 2.2378 0.3362
H 3.7027 1.0905 1.7534
H 6.9081 -0.4753 -0.0121
H 7.0749 1.0375 1.0029
H 6.0407 -0.3529 1.6508
H 4.7607 2.2465 -1.8061
H 6.4802 2.4880 -1.0364
H 6.0095 0.9255 -2.0260
H 2.0126 0.5589 0.0350
H 0.6127 -1.4106 -1.0431
H 1.3262 -5.5950 -1.9665
H 2.5193 -4.6268 -0.8810
H -0.4181 -5.3395 -0.5150
H -0.3593 -3.5240 -0.7856
H 1.4721 -2.4464 1.4851
H -0.3606 -2.3761 1.0254
H -0.1381 -4.0690 3.4546
H 0.8484 -2.4605 3.7619
H -1.7323 1.5920 1.5845
H -1.8761 -0.1775 1.0296
H -4.5036 1.1287 2.1014
H -4.2258 0.0283 0.5792
H -3.7190 3.1964 0.8165
H -3.1394 2.1863 -0.6236
H -5.3134 3.0728 -2.3004
H 4.4530 -3.4135 -2.6300
H 5.9266 -1.4610 -1.5860
C 9.8329 -3.9750 -0.8733
C 10.4120 -2.8397 -0.0849
O 9.9674 -1.6946 -0.7992
C 8.8518 -2.0594 -1.4864
O 8.1296 -1.2928 -2.0587
O 8.6606 -3.4054 -1.4398
H 9.5846 -4.8336 -0.2479
H 10.4926 -4.3032 -1.6817
H 10.0193 -2.7948 0.9351
H 11.5016 -2.8734 -0.0437
C -8.4574 3.0426 3.4806
C -7.3805 2.0693 3.8511
O -6.6897 2.7372 4.8979
C -7.5599 3.6295 5.4465
O -7.3557 4.2382 6.4568
O -8.6917 3.7388 4.6980
H -9.3661 2.5479 3.1346
H -8.1315 3.7583 2.7205
H -7.7819 1.1274 4.2370
H -6.7096 1.8541 3.0179
C -8.3128 0.3731 -4.6590
C -7.2011 1.3232 -4.3369
O -7.4681 2.4322 -5.1878
C -8.7981 2.4016 -5.4807
O -9.3875 3.2841 -6.0382
O -9.3695 1.2422 -5.0577
H -8.6073 -0.2340 -3.7954
H -8.0677 -0.2919 -5.4938
H -7.2276 1.6605 -3.2980
H -6.2181 0.9004 -4.5473
C -5.1154 -3.2597 -2.1772
C -4.5851 -1.9773 -2.7428
O -5.7394 -1.3802 -3.3174
C -6.8211 -1.8999 -2.6760
O -7.9412 -1.4900 -2.7998
O -6.4680 -2.9418 -1.8771
H -4.5812 -3.5722 -1.2787
H -5.0972 -4.0772 -2.9036
H -4.1892 -1.3106 -1.9707
H -3.8151 -2.1411 -3.4980
*
```



Entry 2:
Below is C34H53BrHgN2P2 as an isolated structure in a non-equilibrium geometry, with properties calculated with wB97M-V/def2-TZVPD.

Computed properties:
Orbital gap (spin up / spin down): 4.2 / 4.2 eV
Energy above the lowest of the compared OMol25 structures with the same formula, charge and spin: 1.981 eV
Calculated total energy: -131868.9302 eV
LUMO level (spin up / spin down): -7.503 / -7.505 eV

```
! wB97M-V def2-TZVPD RIJCOSX def2/J DEFGRID3
* xyz 2 1
N -2.1573 7.1362 -6.3561
C -0.9595 6.5869 -6.5401
C -0.5913 5.3449 -5.9890
C -1.4878 4.6433 -5.1771
C -2.7337 5.2847 -4.9343
C -3.0229 6.5099 -5.5335
C -1.1359 3.3633 -4.5424
Hg 0.1906 -0.8296 -3.9144
P -1.2232 -4.6200 0.1191
C -1.9960 2.7406 -3.6674
C -1.6618 2.1154 -2.4250
C -2.3553 1.0051 -1.8757
C -1.5946 0.1341 -1.1505
C -0.3748 0.5839 -0.5557
C 0.3578 1.5085 -1.3833
C -0.4384 2.5242 -1.8419
Br 0.1290 -0.0216 1.0539
H -0.1588 2.9677 -4.7573
H -3.0656 2.8068 -3.8809
H 0.4246 4.9710 -6.1960
H -3.4928 4.8384 -4.2719
H -0.2530 7.1960 -7.1145
H -3.9509 7.0220 -5.3164
H -3.4347 0.8831 -1.9914
H -0.1118 3.5663 -1.8713
H -1.9363 -0.8917 -0.9316
H 1.4052 1.4647 -1.6832
P -1.4961 1.2247 2.6388
C -0.0985 -3.7592 -1.0313
C -0.0891 -4.6687 -2.2694
H 0.9027 -3.6765 -0.5823
H -0.4546 -2.7259 -1.2109
H 0.6914 -4.3591 -2.9843
H 0.1215 -5.7060 -1.9542
H -1.0772 -4.6580 -2.7585
C -2.6854 -3.5574 0.2965
C -3.8193 -4.3082 0.9923
H -2.9716 -3.2436 -0.7060
H -2.3650 -2.6586 0.8592
H -4.7658 -3.7875 0.8253
H -3.9343 -5.3210 0.5975
H -3.6459 -4.3789 2.0768
C -0.4553 -4.3718 1.7572
C 0.2151 -5.6418 2.2837
H -1.2057 -4.0267 2.4657
H 0.2423 -3.5478 1.6292
H 0.7805 -5.4174 3.1888
H -0.5086 -6.4227 2.5510
H 0.8676 -6.0317 1.4961
C -0.5719 1.1514 4.1814
C -0.7726 2.4231 5.0425
H 0.4970 1.0240 3.9385
H -0.8239 0.2428 4.7572
H -0.0446 3.1856 4.7365
H -1.7868 2.8236 4.9119
H -0.6211 2.1921 6.1085
C -2.9739 0.1656 2.4037
C -3.9651 0.7136 1.3811
H -3.4608 0.0575 3.3884
H -2.6246 -0.8502 2.1328
H -4.1738 1.7712 1.5644
H -3.5972 0.6195 0.3580
H -4.9042 0.1629 1.4529
C -1.4873 2.6840 1.5645
C -0.2812 3.6461 1.6610
H -2.4451 3.2372 1.6925
H -1.5341 2.2942 0.5099
H -0.5269 4.5255 1.0425
H -0.1160 3.9632 2.6948
H 0.6215 3.1903 1.2452
C 3.6522 -1.8275 2.5087
N 4.4693 -2.6015 1.5392
C 4.3905 -4.0575 1.7704
C 4.1367 -2.2483 0.0980
C 4.1520 -0.7833 0.0724
C 5.3496 -0.0832 0.4055
C 5.3161 1.2601 0.7431
C 4.0884 1.9346 0.7384
C 2.9245 1.2379 0.3399
C 2.9956 -0.0624 -0.0043
H 2.6204 -1.7825 2.1574
H 4.0384 -0.8094 2.6001
H 3.6857 -2.3103 3.4837
H 5.4552 -2.3085 1.6742
H 3.3600 -4.3741 1.5986
H 5.0557 -4.5506 1.0588
H 4.6931 -4.2765 2.7947
H 4.8903 -2.7266 -0.5239
H 3.1542 -2.6552 -0.1180
H 6.3027 -0.6153 0.4391
H 6.2334 1.8047 1.0365
H 4.0227 2.9939 1.0326
H 1.9860 1.8282 0.3528
*
```



Entry 3:
Below is C34H53CaN3O3Si2Te as an isolated structure in a non-equilibrium geometry, with properties calculated with wB97M-V/def2-TZVPD.

Computed properties:
Orbital gap: 7.9 eV
Energy above the lowest of the compared OMol25 structures with the same formula, charge and spin: 0.000 eV
Calculated total energy: -88224.6165 eV
LUMO level: 0.103 eV

```
! wB97M-V def2-TZVPD RIJCOSX def2/J DEFGRID3
* xyz 0 1
Ca -0.4560 0.8531 -0.0070
O -4.2555 2.6499 -0.7239
C -3.3573 1.8935 -0.4213
N -2.2459 2.1305 0.3416
C -2.1438 3.2488 1.1321
O -3.0287 3.8969 1.6481
C -0.6871 3.6766 1.3916
C -0.4499 4.9578 1.8566
C 0.8587 5.3642 2.0409
C 1.8910 4.4813 1.7574
C 1.5670 3.2222 1.2938
N 0.3058 2.8161 1.1118
C -3.3907 0.4705 -1.0195
C -4.3662 0.1933 -1.9632
C -4.4651 -1.0914 -2.4590
C -3.5966 -2.0625 -1.9860
C -2.6416 -1.6972 -1.0599
N -2.5140 -0.4507 -0.5801
H -1.2992 5.5948 2.0592
H 1.0769 6.3640 2.3955
H 2.9285 4.7612 1.8781
H 2.3433 2.5067 1.0463
H -5.0258 0.9942 -2.2652
H -5.2155 -1.3375 -3.1999
H -3.6456 -3.0855 -2.3333
H -1.9424 -2.4279 -0.6751
C -4.3399 -0.4342 2.5673
C -3.8389 0.8809 3.1506
C -4.6282 1.2304 4.4147
C -2.3405 0.8892 3.4123
C -1.7514 1.9373 4.1211
C -0.3824 1.9932 4.3491
C 0.4697 1.0110 3.8595
C 1.9524 1.0546 4.1174
C -0.1061 -0.0246 3.1320
C -1.4831 -0.0969 2.9234
H -5.4210 -0.3858 2.4267
H -4.1274 -1.2735 3.2385
H -3.8911 -0.6599 1.5998
H -4.0231 1.6741 2.4166
H -4.3663 0.5572 5.2366
H -5.6992 1.1318 4.2268
H -4.4526 2.2531 4.7484
H -2.3743 2.7433 4.4889
H 0.0309 2.8289 4.9043
H 2.3124 2.0817 4.1962
H 2.5109 0.5611 3.3195
H 2.2045 0.5456 5.0504
H 0.5330 -0.8183 2.7488
H -1.8808 -0.9455 2.3831
C 2.0887 2.4786 -3.1063
C 0.6618 2.0209 -2.8168
C 0.0617 1.3483 -4.0448
C -0.1831 3.2516 -2.4697
O 0.6759 1.1277 -1.7284
H 2.1173 3.3783 -3.7270
H 2.6565 1.6987 -3.6201
H 2.5881 2.6991 -2.1597
H 0.0525 2.0284 -4.9015
H -0.9675 1.0337 -3.8473
H 0.6268 0.4558 -4.3236
H -0.2477 3.9357 -3.3206
H 0.2529 3.8026 -1.6301
H -1.2081 2.9790 -2.1981
C 1.1458 -5.8498 0.9141
Si 1.0185 -4.0216 0.6220
C -0.4576 -3.3778 1.5450
C 2.5367 -3.1950 1.2960
C 0.8332 -3.6673 -1.1885
Te 0.7808 -1.5613 -1.6685
C 2.8938 -1.3953 -1.7712
Si 3.7474 -1.9629 -3.3411
C 5.4943 -2.3783 -2.8804
C 2.9746 -3.4437 -4.1497
C 3.7363 -0.5747 -4.5573
H 1.2265 -6.0698 1.9833
H 2.0243 -6.2725 0.4175
H 0.2627 -6.3677 0.5280
H -0.3189 -3.5011 2.6236
H -1.3749 -3.9053 1.2644
H -0.6073 -2.3141 1.3487
H 2.6663 -3.4454 2.3534
H 2.4620 -2.1060 1.2135
H 3.4382 -3.5141 0.7641
H -0.0846 -4.1148 -1.5856
H 1.6531 -4.1084 -1.7582
H 3.2928 -1.8959 -0.8874
H 3.0694 -0.3214 -1.6484
H 5.5265 -3.2844 -2.2670
H 5.9651 -1.5702 -2.3134
H 6.0964 -2.5597 -3.7765
H 3.2167 -4.3751 -3.6305
H 3.3659 -3.5200 -5.1692
H 1.8871 -3.3598 -4.2159
H 4.2519 0.3080 -4.1686
H 2.7133 -0.2828 -4.8143
H 4.2362 -0.8871 -5.4794
*
```



Entry 4:
Below is a 18-piece molecular cluster, C34H53Cl51N3 overall in a non-equilibrium geometry, with properties calculated with wB97M-V/def2-TZVPD.

Computed properties:
Orbital gap: 9.5 eV
Calculated total energy: -679222.9416 eV
LUMO level: -2.580 eV

```
! wB97M-V def2-TZVPD RIJCOSX def2/J DEFGRID3
* xyz 1 1
C -3.1099 -0.8559 -3.1724
C -2.1714 -1.9826 -2.7355
C -2.2078 -2.2435 -1.2363
C -3.5490 -2.7540 -0.7035
C -3.7097 -2.4197 0.8029
C -3.8950 -3.6485 1.6786
C -2.6247 -4.2718 2.2272
C -1.9446 -3.4354 3.3335
C -1.0326 -4.3252 4.1972
C 0.4774 -4.1444 4.0730
C 1.0504 -2.7635 4.4501
C 2.5514 -2.6543 4.0604
C 2.9608 -1.5297 3.1255
N 2.6560 -1.7098 1.6710
C 1.2211 -1.6443 1.3532
C 0.5661 -0.3929 1.8812
N 1.0912 0.7343 1.9020
C 3.3120 -2.9233 1.0988
C 3.1634 -2.9531 -0.3827
N 2.9926 -4.0354 -0.9570
H -3.9417 -0.7432 -2.4917
H -2.5955 0.0905 -3.1822
H -3.4810 -1.0583 -4.1647
H -1.1680 -1.6425 -2.9783
H -2.3338 -2.8746 -3.3207
H -2.0033 -1.2999 -0.7469
H -1.4695 -3.0062 -1.0151
H -3.5466 -3.8303 -0.7985
H -4.3742 -2.3008 -1.2197
H -4.5868 -1.8023 0.9074
H -2.8895 -1.8348 1.1888
H -4.5048 -3.3955 2.5335
H -4.4673 -4.3671 1.1080
H -2.9050 -5.2151 2.6663
H -1.9075 -4.4363 1.4256
H -1.3317 -2.6961 2.8511
H -2.7279 -2.9637 3.9042
H -1.3297 -4.2830 5.2319
H -1.2464 -5.3377 3.8848
H 0.8256 -4.4763 3.0971
H 0.9289 -4.8188 4.7884
H 1.0041 -2.7416 5.5266
H 0.4538 -1.9263 4.1139
H 3.1027 -2.4501 4.9625
H 2.8693 -3.6355 3.7368
H 4.0354 -1.4536 3.1897
H 2.5688 -0.5977 3.4954
H 3.1101 -0.9291 1.1902
H 0.7205 -2.5213 1.7224
H 1.0518 -1.6452 0.2908
H -0.4355 -0.4464 2.2554
H 2.0464 0.7189 1.5287
H 2.9076 -3.8331 1.5031
H 4.3645 -2.8116 1.3088
H 3.1743 -2.0269 -0.9516
H 2.9123 -3.8962 -1.9600
C 2.8676 2.9730 -0.2831
Cl 3.8265 1.6227 0.3739
Cl 3.5351 4.5056 0.2450
Cl 2.7950 2.8715 -2.0382
H 1.8596 2.8828 0.1045
C -6.5916 0.5522 1.5960
Cl -6.2520 0.2706 -0.1129
Cl -6.2470 -0.8930 2.5494
Cl -5.6490 1.9162 2.1987
H -7.6428 0.7848 1.7023
C -7.6250 -0.2640 6.3047
Cl -7.4217 1.1167 5.2246
Cl -8.9890 -1.2601 5.8024
Cl -6.1405 -1.2263 6.3853
H -7.8264 0.1157 7.2979
C 5.5660 3.5670 -4.5939
Cl 7.1667 3.0777 -4.0361
Cl 5.4404 5.3203 -4.7010
Cl 5.1873 2.8127 -6.1415
H 4.8436 3.2227 -3.8680
C -2.8639 -4.0171 8.4311
Cl -2.8716 -2.7504 7.1959
Cl -4.1430 -5.1918 8.1342
Cl -1.2906 -4.8152 8.5011
H -3.0583 -3.5537 9.3918
C 1.1043 7.1579 1.2400
Cl 1.8508 6.9199 2.8224
Cl -0.5050 6.4323 1.1947
Cl 1.0339 8.8688 0.8299
H 1.7151 6.6595 0.5011
C -6.1729 -1.9225 10.0782
Cl -7.4920 -2.5504 11.0590
Cl -6.3018 -0.1712 9.8932
Cl -4.6049 -2.3310 10.7922
H -6.2289 -2.3787 9.0979
C 6.8333 -1.0245 -2.3074
Cl 8.5721 -0.7895 -2.2402
Cl 6.0274 -0.1214 -1.0057
Cl 6.1936 -0.5203 -3.8644
H 6.6229 -2.0776 -2.1728
C 6.7276 9.3216 -5.7296
Cl 5.4090 8.4528 -4.9397
Cl 6.4965 11.0632 -5.6145
Cl 8.2836 8.8440 -5.0497
H 6.7158 9.0437 -6.7762
C -7.6316 -1.8295 -3.3766
Cl -8.3501 -0.3288 -2.7866
Cl -5.8704 -1.6922 -3.4325
Cl -8.1173 -3.1897 -2.3653
H -7.9894 -2.0061 -4.3799
C 5.6372 9.0777 -9.7672
Cl 6.7574 9.2436 -11.1146
Cl 6.1661 7.7928 -8.6718
Cl 5.4712 10.6025 -8.8934
H 4.6684 8.8042 -10.1619
C 8.0518 3.0308 -8.8724
Cl 9.0408 3.1071 -10.3294
Cl 8.9605 2.3166 -7.5386
Cl 7.4602 4.6354 -8.4383
H 7.1979 2.3995 -9.0765
C -9.1404 0.7837 -6.3652
Cl -8.9072 2.2105 -7.3714
Cl -10.4944 -0.1835 -6.9452
Cl -7.6631 -0.1856 -6.3052
H -9.3646 1.1103 -5.3585
C -2.3675 2.9867 4.7758
Cl -1.5482 2.7777 6.3257
Cl -4.0670 2.5308 4.8956
Cl -2.1994 4.6436 4.1966
H -1.8953 2.3314 4.0566
C -3.8052 -8.2598 5.2196
Cl -3.7340 -6.5525 4.7695
Cl -3.3804 -9.2822 3.8474
Cl -2.7486 -8.5824 6.5927
H -4.8209 -8.4890 5.5115
C 1.4397 3.6000 -7.6823
Cl 1.5841 3.3884 -5.9342
Cl 2.7042 4.6704 -8.2852
Cl 1.4944 2.0402 -8.5036
H 0.4818 4.0576 -7.8873
C 11.0080 2.4831 -3.2083
Cl 11.4432 2.4106 -4.9128
Cl 11.5008 1.0064 -2.3717
Cl 11.7123 3.9003 -2.4348
H 9.9313 2.5627 -3.1418
*
```



- What is the formula in the fourth record?
  C34H53Cl51N3



- Which value of calculated total energy does entry 3 give?
  -88224.6165 eV